Record 1
Density functional theory data (ωB97M-V with the def2-TZVPD basis set) for a cluster of 2 separate species, C3H9NS2 in total at a distorted geometry.

CARTESIAN COORDINATES (ANGSTROEM)
C  1.17091  -0.90871  2.23732
S  2.11376  -1.33988  0.75928
S  4.11965  -1.87768  1.50689
H  0.29200  -1.53459  2.32325
H  1.74382  -1.17230  3.11707
H  0.84431  0.12538  2.24982
H  4.33622  -1.00216  2.51326
C  -2.73476  1.30800  -1.63692
C  -0.62540  0.47955  -1.95117
N  -1.48683  0.84030  -1.10071
H  -3.13754  0.70926  -2.47332
H  -3.53528  1.33746  -0.90835
H  -2.57638  2.32247  -2.00146
H  0.38004  0.27173  -1.61904
H  -0.90452  0.44116  -3.01592

Atoms 1-2, force components in eV/Å:
C -0.24 -0.62 -0.04
S -2.71 1.09 -1.42

Summary:
Orbital gap (alpha / beta) = 3.2 / 6.0 eV
2S+1 = 2
LUMO energy (alpha / beta) = 0.1172 / 0.1163 hartree
Total charge = -1



Record 2
Density functional theory data (ωB97M-V with the def2-TZVPD basis set) for an isolated molecule of C3H9NS2 at a distorted geometry.

CARTESIAN COORDINATES (ANGSTROEM)
C  -1.60835  1.11004  -1.72512
N  -0.39224  0.97274  -0.93404
C  -0.34829  -0.23329  -0.16717
C  0.93741  -0.26942  0.69643
S  1.55514  -1.94701  0.85750
S  2.90092  -1.82243  2.40759
H  -1.92313  0.12852  -2.06655
H  -1.40252  1.67976  -2.62308
H  -2.42203  1.55455  -1.15205
H  -0.27146  1.72552  -0.26842
H  -1.19005  -0.44306  0.49367
H  -0.28421  -1.13273  -0.79620
H  0.75727  0.19638  1.67033
H  1.67371  0.35617  0.19311
H  2.01783  -1.87575  3.41400

Atoms 1-2, force components in eV/Å:
C 0.21 0.00 0.16
N 0.07 -0.08 0.03

Summary:
Orbital gap = 9.6 eV
SMILES = CNCCSS
LUMO energy = 0.0233 hartree



Record 3
Density functional theory data (ωB97M-V with the def2-TZVPD basis set) for an isolated molecule of C3H9NS2 at a distorted geometry.

CARTESIAN COORDINATES (ANGSTROEM)
C  1.21740  -1.31845  1.34245
N  -0.38474  -0.92570  1.14654
C  -0.34161  0.53070  0.72677
C  -0.03347  0.71311  -0.73473
S  -1.65211  1.28550  -1.57165
S  -1.41535  1.31379  -3.59937
H  1.88377  -0.79320  0.68055
H  1.34523  -2.38722  1.35255
H  1.51536  -1.00031  2.31119
H  -0.77288  -0.94215  2.06734
H  -1.27252  0.79451  1.04808
H  0.31452  1.09655  1.38121
H  0.56423  -0.16440  -1.22567
H  0.77558  1.55234  -0.88675
H  -1.74340  0.24493  -4.03850

Atoms 1-2, force components in eV/Å:
C -3.25 0.21 0.37
N 4.54 0.33 -1.39

Summary:
Orbital gap = 9.8 eV
SMILES = CNCCSS
LUMO energy = 0.0252 hartree



Record 4
Density functional theory data (ωB97M-V with the def2-TZVPD basis set) for a cluster of 2 separate species, C3H9NS2 in total at a distorted geometry.

CARTESIAN COORDINATES (ANGSTROEM)
C  -2.18758  -0.83120  -1.25191
C  -2.15713  0.19127  -0.40201
N  -1.70167  1.46917  -0.78393
H  -1.78031  -0.79917  -2.25414
H  -2.42659  -1.84843  -0.97390
H  -2.64927  0.17145  0.56723
H  -0.72199  1.52853  -0.90428
H  -2.10869  2.21185  -0.27884
C  3.11479  -0.62490  0.64060
S  1.80057  0.38287  -0.01595
S  0.71333  0.77426  1.65150
H  2.94305  -1.66448  0.93697
H  3.48008  -0.14436  1.55089
H  3.97543  -0.70819  -0.02729
H  -0.29403  -0.10866  1.54507

Atoms 1-2, force components in eV/Å:
C 0.74 -0.81 0.16
C -0.75 0.55 -0.65

Summary:
Orbital gap = 9.1 eV
SMILES = C=CN.CSS
LUMO energy = 0.0201 hartree



Record 5
Density functional theory data (ωB97M-V with the def2-TZVPD basis set) for a cluster of 2 separate species, C3H9NS2 in total at a distorted geometry.

CARTESIAN COORDINATES (ANGSTROEM)
C  4.01251  0.75527  -1.78696
N  5.07323  1.04390  -1.16305
C  4.92647  1.69121  0.11742
H  4.13233  0.30047  -2.76064
H  3.02978  0.77098  -1.31838
H  3.97397  1.47986  0.60845
H  5.74074  1.42878  0.79238
H  4.97141  2.77613  0.04665
C  -4.40770  -0.91207  0.22336
S  -2.89957  -0.92120  1.25465
S  -1.43924  -0.37793  -0.10357
H  -4.86553  -1.89657  0.28581
H  -5.10384  -0.20001  0.66418
H  -4.13049  -0.77854  -0.81123
H  -1.67122  0.94062  -0.20588

Atoms 1-2, force components in eV/Å:
C 0.83 -0.77 0.51
N -0.22 0.73 -0.43

Summary:
Orbital gap = 9.5 eV
SMILES = C=NC.CSS
LUMO energy = 0.0149 hartree



Record 6
Density functional theory data (ωB97M-V with the def2-TZVPD basis set) for a cluster of 2 separate species, C3H9NS2 in total at a distorted geometry.

CARTESIAN COORDINATES (ANGSTROEM)
N  1.74246  0.77793  -2.10770
C  1.17142  0.08749  -0.99577
C  -1.31208  -0.11535  -1.12196
C  -0.22121  0.63882  -0.87278
H  2.28654  0.18926  -2.72019
H  2.29903  1.59792  -1.89104
H  1.73576  0.17692  -0.07769
H  1.10109  -0.96873  -1.24239
H  -2.30841  0.28922  -1.15037
H  -1.19994  -1.17921  -1.30696
H  -0.33646  1.68331  -0.62513
S  -1.12461  -1.76572  4.01898
S  -0.72180  -0.21811  2.73930
H  -1.16108  -1.04382  5.15472
H  -1.95070  -0.14994  2.19898

Atoms 1-2, force components in eV/Å:
N 0.80 -0.10 0.65
C -0.11 -0.74 0.56

Summary:
Orbital gap (alpha / beta) = 9.4 / 3.3 eV
2S+1 = 2
LUMO energy (alpha / beta) = -0.1235 / -0.3298 hartree
Total charge = +1



Record 7
Density functional theory data (ωB97M-V with the def2-TZVPD basis set) for a cluster of 2 separate species, C3H9NSi in total at a distorted geometry.

CARTESIAN COORDINATES (ANGSTROEM)
C  -0.68870  -2.45851  0.29091
C  -0.82336  -1.24678  -0.24794
C  2.34113  0.92153  -0.60541
N  -2.19562  1.40238  0.48210
Si  -0.75250  0.43138  0.65185
H  -0.48814  -3.29101  -0.28071
H  -1.10578  -2.64533  1.25850
H  -0.72361  -1.07855  -1.24903
H  3.07121  1.18694  0.11541
H  2.21731  -0.06382  -0.96359
H  1.87652  1.59723  -1.31994
H  -2.52519  1.60078  -0.48654
H  -2.56827  1.86039  1.29141
H  -0.10929  0.38740  1.87301

Atoms 1-2, force components in eV/Å:
C -1.45 1.80 0.46
C 0.03 0.87 2.90

Summary:
Orbital gap (alpha / beta) = 8.6 / 7.0 eV
LUMO energy (alpha / beta) = 0.0110 / 0.0177 hartree



Record 8
Density functional theory data (ωB97M-V with the def2-TZVPD basis set) for a cluster of 2 separate species, C3H9O in total at a distorted geometry.

CARTESIAN COORDINATES (ANGSTROEM)
O  0.15795  -0.29320  -3.26911
H  0.40123  -0.85646  -3.95769
C  1.17626  -0.01097  1.15571
C  -0.02423  0.55261  0.27471
C  -1.29730  -0.15317  0.52467
H  0.81528  -0.66811  1.91826
H  1.68297  0.82633  1.71616
H  2.03689  -0.26694  0.47153
H  0.17770  0.29904  -0.80091
H  -0.13133  1.63877  0.50072
H  -2.08919  0.39221  -0.06576
H  -1.28359  -1.18778  0.07211
H  -1.62266  -0.27234  1.45961

Atoms 1-2, force components in eV/Å:
O -0.65 1.53 2.03
H 0.64 -1.49 -1.78

Summary:
Orbital gap = 6.1 eV
LUMO energy = 0.1483 hartree
Total charge = -1



Record 9
Density functional theory data (ωB97M-V with the def2-TZVPD basis set) for a cluster of 3 separate species, C3H9O2 in total at a distorted geometry.

CARTESIAN COORDINATES (ANGSTROEM)
C  -2.39386  0.89451  0.03585
C  0.50901  -2.21088  0.31055
C  1.69593  1.19855  -0.12025
O  -1.99940  -0.07800  -0.45807
O  0.16313  -1.05133  0.28196
H  -3.48605  1.24378  -0.23813
H  -1.74492  1.63259  0.54689
H  1.14784  0.70542  -0.96223
H  1.14815  -2.63493  1.06137
H  -0.90022  -0.50652  -0.27487
H  0.37989  -3.01115  -0.53591
H  2.27821  0.33414  0.22440
H  2.28648  2.12478  -0.49221
H  0.91580  1.35905  0.62064

Atoms 1-2, force components in eV/Å:
C -3.57 6.63 0.89
C 0.59 -2.24 -2.49

Summary:
Orbital gap = 11.2 eV
LUMO energy = -0.1830 hartree
Total charge = +1



Record 10
Density functional theory data (ωB97M-V with the def2-TZVPD basis set) for a cluster of 2 separate species, C3H9O2PS in total at a distorted geometry.

CARTESIAN COORDINATES (ANGSTROEM)
C  -2.05400  1.35205  -0.30955
C  -2.22383  -1.33531  0.33065
C  4.09741  0.59770  -0.29942
O  0.91543  -2.02358  -0.33397
O  0.68537  -0.28663  1.37035
P  -1.44290  -0.25474  -0.98172
S  0.83113  -0.59997  -0.04906
H  -1.22950  1.91293  0.24579
H  -2.90653  1.29748  0.41488
H  -2.27168  2.10690  -1.07366
H  -1.99690  -0.64134  1.18278
H  -1.62618  -2.26276  0.37747
H  -3.17007  -1.44928  0.03981
H  3.87342  1.10945  0.67545
H  4.45741  -0.44114  -0.30866
H  4.06142  0.91823  -1.28115

Atoms 1-2, force components in eV/Å:
C 0.77 1.49 1.05
C 5.63 1.65 0.82

Summary:
Orbital gap (alpha / beta) = 6.7 / 8.4 eV
LUMO energy (alpha / beta) = -0.0801 / -0.0076 hartree



Record 11
Density functional theory data (ωB97M-V with the def2-TZVPD basis set) for a cluster of 2 separate species, C3H9O2S in total at a distorted geometry.

CARTESIAN COORDINATES (ANGSTROEM)
C  -0.57033  -1.00938  0.87330
O  -1.85412  -0.85678  0.42234
C  0.22023  0.35555  0.81566
C  1.25053  0.36610  -0.31101
S  2.45986  1.73683  -0.25555
H  0.03525  -1.74808  0.32506
H  -0.75326  -1.43927  1.89185
H  -0.50607  1.17565  0.70040
H  0.82460  0.38259  1.73277
H  0.54138  0.51680  -1.13836
H  1.79567  -0.56305  -0.43951
H  1.74394  2.51561  0.55819
H  -1.80382  0.17585  -2.17915
H  -1.70698  -0.83100  -0.95128
O  -1.67687  -0.77742  -2.04472

Atoms 1-2, force components in eV/Å:
C -1.41 0.49 0.54
O 0.10 -0.04 -1.01

Summary:
Orbital gap = 6.6 eV
LUMO energy = 0.1155 hartree
Total charge = -1



Record 12
Density functional theory data (ωB97M-V with the def2-TZVPD basis set) for a cluster of 2 separate species, C3H9O2S in total at a distorted geometry.

CARTESIAN COORDINATES (ANGSTROEM)
C  2.70006  0.03208  0.18608
C  -1.19677  1.50346  0.25234
C  -1.54931  -1.31864  -0.49048
O  0.22839  -0.50221  1.45985
O  0.80264  0.02152  -0.83342
S  -0.31693  -0.10327  0.16692
H  3.27286  0.84692  -0.18165
H  2.88940  -0.73239  -0.47153
H  2.25945  -0.21894  1.05134
H  -2.26937  1.40236  0.50483
H  -1.28730  1.83506  -0.79569
H  -0.38830  2.14049  0.76354
H  -1.51019  -1.39929  -1.63875
H  -2.52486  -1.23583  0.16188
H  -1.10976  -2.27130  -0.13525

Atoms 1-2, force components in eV/Å:
C -0.55 0.62 -3.68
C 1.54 -0.23 -1.07

Summary:
Orbital gap = 9.4 eV
LUMO energy = -0.2319 hartree
Total charge = +1



The following energy relative to the best compared isomer or geometry (same formula, charge and spin) values (in kcal/mol) correspond, in order, to the records above: 43.95 13.15 50.80 27.74 31.20 49.07 90.93 21.16 21.38 122.47 19.56 72.26.